1) The following is a DFT calculation (ωB97M-V/def2-TZVPD) of a cluster of 2 separate species, C7H14 in total.

Atoms and positions in Å:
C: 0.752 -1.053 -0.961
C: 0.875 0.086 0.023
C: 2.313 -0.256 0.636
C: -0.383 -0.001 1.013
C: 0.881 1.515 -0.595
H: 1.608 -0.683 -1.500
H: 1.337 -2.058 -0.553
H: -0.240 -1.128 -1.460
H: 2.687 0.440 1.484
H: 2.555 -1.202 1.068
H: 3.064 -0.115 -0.173
H: -0.147 0.434 2.048
H: -0.736 -1.192 1.077
H: -1.127 0.643 0.249
H: -0.138 1.419 -1.098
H: 0.858 2.282 0.137
H: 1.570 1.563 -1.458
C: -3.055 0.332 0.038
C: -2.373 -0.646 -0.104
H: -3.589 1.226 0.074
H: -1.757 -1.500 -0.198

Summary:
Structure (SMILES): CC(C)(C)C.C#C
Spin multiplicity: 1


2) The following is a DFT calculation (ωB97M-V/def2-TZVPD) of the molecule C7H14.

Atoms and positions in Å:
C: 1.165 0.613 -3.191
C: 1.202 0.838 -1.884
C: 1.560 -0.186 -0.848
C: 0.731 -0.112 0.430
C: -0.761 0.085 0.192
C: -1.560 0.285 1.473
C: -1.461 -0.931 2.424
H: 1.142 -0.377 -3.626
H: 1.062 1.457 -3.853
H: 1.008 1.871 -1.599
H: 1.527 -1.132 -1.394
H: 2.592 0.009 -0.561
H: 0.826 -1.063 0.960
H: 1.099 0.673 1.087
H: -1.153 -0.818 -0.294
H: -0.956 0.897 -0.512
H: -2.622 0.444 1.297
H: -1.151 1.132 2.020
H: -1.495 -1.833 1.803
H: -2.259 -0.853 3.145
H: -0.496 -0.998 2.932

Summary:
Structure (SMILES): C=CCCCCC
Spin multiplicity: 1


3) The following is a DFT calculation (ωB97M-V/def2-TZVPD) of a cluster of 2 separate species, C7H14 in total.

Atoms and positions in Å:
C: 0.978 1.146 -0.832
C: 1.420 -0.111 -0.854
C: 0.481 -1.286 -0.953
C: 2.886 -0.450 -0.788
H: 1.665 1.988 -0.766
H: -0.084 1.374 -0.879
H: 0.675 -1.864 -1.865
H: 0.625 -1.970 -0.106
H: -0.565 -0.963 -0.962
H: 3.095 -1.109 0.064
H: 3.203 -0.988 -1.690
H: 3.505 0.447 -0.688
C: -2.980 0.657 0.202
C: -2.035 0.963 1.088
C: -1.234 -0.033 1.872
H: -3.528 1.425 -0.337
H: -3.245 -0.378 -0.010
H: -1.804 2.014 1.270
H: -0.164 0.086 1.658
H: -1.523 -1.059 1.623
H: -1.372 0.112 2.950

Summary:
Structure (SMILES): C=C(C)C.C=CC
Spin multiplicity: 1


4) The following is a DFT calculation (ωB97M-V/def2-TZVPD) of a cluster of 2 separate species, C7H14 in total.

Atoms and positions in Å:
C: 2.252 1.050 -0.173
C: 0.901 -1.112 -0.150
C: -0.383 -1.564 0.525
C: -1.196 -0.619 -0.361
C: -2.334 0.133 0.261
C: 0.094 0.133 -0.684
C: 0.455 1.261 0.158
H: 1.753 -0.940 0.856
H: 3.060 0.146 0.039
H: 2.557 1.266 -1.147
H: 1.094 -1.777 -1.065
H: -0.626 -2.612 0.481
H: -0.341 -1.237 1.578
H: -1.544 -1.129 -1.261
H: -2.013 0.647 1.177
H: -2.752 0.858 -0.440
H: -3.124 -0.572 0.520
H: 0.197 0.381 -1.755
H: 1.898 2.410 0.265
H: 0.356 1.131 1.237
H: -0.308 2.145 -0.064

Summary:
Spin multiplicity: 1


Which of them is most stable, and which least? Most stable: 2); least stable: 4).


1) The following is a DFT calculation (ωB97M-V/def2-TZVPD) of a cluster of 2 separate species, C2H3BrO2 in total.

Atoms and positions in Å:
C: 0.217 0.351 -1.136
C: 0.180 -0.377 0.898
O: -1.936 0.096 0.911
O: -0.880 -0.373 1.516
Br: 1.772 -0.990 1.560
H: 1.079 -0.139 -1.587
H: -0.805 0.174 -1.589
H: 0.373 1.258 -0.571

Summary:
Spin multiplicity: 1


2) The following is a DFT calculation (ωB97M-V/def2-TZVPD) of a cluster of 2 separate species, C2H3BrO2 in total.

Atoms and positions in Å:
C: -0.041 0.149 0.727
C: -0.002 -0.107 -0.730
O: -1.109 -0.225 1.400
O: 0.112 -0.865 1.551
Br: 1.826 -0.364 -1.202
H: 0.409 1.039 1.122
H: -0.502 1.309 -1.819
H: -0.695 -0.936 -1.048

Summary:
Spin multiplicity: 1


Which of them is most stable, and which least? Most stable: 2); least stable: 1).


1) The following is a DFT calculation (ωB97M-V/def2-TZVPD) of a cluster of 2 separate species, C4H12O3 in total.

Atoms and positions in Å:
C: -0.871 -0.880 0.582
O: -1.072 -2.232 0.177
C: -0.500 0.098 -0.573
C: -0.704 1.574 -0.118
C: 0.566 2.369 -0.269
O: 1.246 2.245 1.001
H: -1.735 -0.475 1.127
H: -0.066 -0.901 1.316
H: -1.565 -2.185 -0.670
H: -0.919 -0.221 -1.522
H: 0.595 0.062 -0.509
H: -0.986 1.578 0.932
H: -1.496 2.018 -0.704
H: 0.408 3.438 -0.442
H: 1.225 2.051 -1.083
H: 1.974 2.876 1.009
H: 1.417 -2.813 0.123
H: 0.823 -1.877 -1.030
O: 0.975 -2.781 -0.726

Summary:
Net charge: +1
Spin multiplicity: 2
Expectation value of S²: 0.76


2) The following is a DFT calculation (ωB97M-V/def2-TZVPD) of a cluster of 3 separate species, C4H12O3 in total.

Atoms and positions in Å:
C: -0.375 1.422 1.364
C: 0.283 -1.489 -1.110
O: 1.115 -2.584 -0.775
C: -0.219 -0.752 0.067
C: -0.244 0.641 0.094
H: -1.024 2.318 1.260
H: 0.606 1.666 1.775
H: -1.037 0.763 1.963
H: -0.574 -1.900 -1.743
H: 0.837 -0.845 -1.831
H: 1.373 -2.462 0.148
H: -0.672 -1.296 0.895
H: 0.188 1.255 -0.708
H: -3.458 -0.753 -0.855
H: -2.530 0.149 -0.424
O: -2.995 -0.002 -1.275
H: 2.836 1.522 1.140
H: 2.888 0.733 -0.178
O: 3.003 1.613 0.191

Summary:
Net charge: +1
Spin multiplicity: 2
Expectation value of S²: 0.76


Which of them is most stable, and which least? Most stable: 1); least stable: 2).